# 1
Entry from the Open Molecules 2025 dataset: C41H78Br18ClF2IN3O5P2 as an isolated structure at a distorted geometry (ωB97M-V/def2-TZVPD).

The geometry in XYZ format:
```
151
Properties=species:S:1:pos:R:3:lowdin_charge:R:1
H 0.542 -5.510 5.736 0.067
Br -10.938 8.357 -4.941 0.714
C -8.944 -1.735 3.050 -0.739
Br -7.441 7.962 -6.062 0.665
H 3.294 0.360 -2.837 0.118
H -9.773 -7.103 3.884 0.062
F -3.854 1.854 -3.718 0.128
C 0.827 -4.462 5.817 -0.609
Br -5.936 7.974 -1.890 0.588
N -1.727 0.835 -3.407 0.174
H -9.915 -2.227 3.064 0.025
H -5.017 -1.402 -1.786 0.078
C 5.437 -1.338 -0.922 -0.158
C -1.805 0.401 -0.808 -0.279
Br 8.710 -0.438 1.416 0.619
C 13.141 0.451 -0.873 -0.729
Br -9.249 3.791 -1.140 0.667
H -9.017 -1.406 5.165 0.059
Br 14.516 -2.052 1.129 0.666
H 2.174 3.142 0.325 0.093
H 8.086 -2.688 0.543 0.025
Br 0.040 -3.596 4.246 0.811
H 12.236 -0.081 -1.154 0.004
H -2.538 3.852 -1.133 0.046
C -8.781 -0.853 4.257 -0.676
H 3.794 -2.500 -0.010 0.105
H 4.556 -1.326 1.127 0.126
H 0.654 4.733 2.521 0.074
H 6.513 -1.243 -0.635 0.085
C 8.762 -2.384 1.336 -0.698
H 2.335 -1.943 -3.779 0.113
H 4.548 -2.563 -4.127 0.109
C 10.169 -2.882 1.141 -0.677
H -8.487 8.902 -3.053 0.031
H -0.695 3.501 1.368 0.076
H 17.190 -1.750 -0.057 0.052
Br -8.448 -5.020 3.853 0.656
P -1.308 -2.493 2.119 0.633
H -8.165 -2.481 2.959 -0.051
H 10.895 -2.374 1.771 0.047
H -0.097 -2.296 2.897 -0.165
H -4.399 0.095 0.675 0.058
Br -11.833 -4.038 4.914 0.625
H -7.645 2.523 -2.562 0.056
H 1.786 -0.822 0.315 0.097
H -9.541 7.478 -3.101 -0.051
C -10.231 7.938 -6.708 -0.665
H 1.239 4.562 -0.096 0.108
C 1.591 4.491 2.002 -0.092
H 1.218 0.750 -3.431 0.118
H 13.930 -0.266 -0.668 -0.037
C -0.075 3.009 0.595 -0.203
N -1.238 -3.922 1.470 -0.262
H 14.322 2.154 -1.534 0.051
H -9.387 0.047 4.215 0.056
Br -9.440 8.384 -0.808 0.608
Br -6.929 -0.282 4.472 0.579
Br 12.779 1.320 0.835 0.580
C -9.046 7.013 -6.627 -0.670
O 5.665 -3.033 0.728 -0.226
H 0.564 -4.492 7.944 0.063
C -11.259 -5.555 3.834 -0.683
C -6.828 2.383 -0.551 -0.662
C -3.699 -0.724 0.885 -0.197
C -7.541 7.031 -2.467 -0.734
H 0.197 1.967 -1.869 0.122
C -2.316 -0.549 0.302 -0.174
C 5.397 -2.281 -2.168 -0.187
C -0.101 1.482 0.935 -0.281
H -6.245 1.464 -0.641 0.022
H 1.591 1.416 -0.842 0.105
P -3.120 1.807 -0.747 0.689
H -6.123 -0.867 -0.437 0.047
H 2.949 -0.244 -1.219 0.080
Br -8.924 -0.694 1.398 0.604
C 1.141 1.151 1.814 -0.035
C 2.927 -1.746 -2.868 -0.173
C -2.055 -0.038 -2.291 -0.417
H -3.700 -0.857 1.980 0.084
C 2.640 -0.334 -2.277 -0.187
H -0.957 1.285 1.615 0.098
H -11.054 7.457 -7.235 0.060
Br 12.095 2.487 -2.599 0.595
C 16.977 -2.814 -0.114 -0.694
H -3.541 -2.529 -0.370 0.068
I -5.046 -3.443 1.667 0.905
H -8.534 1.452 -1.459 0.051
H -7.698 6.218 -1.765 -0.025
C 5.048 -3.963 1.619 -0.089
O -2.531 3.048 -1.687 -0.356
C -0.130 -0.971 0.040 -0.447
C -9.967 -6.135 4.346 -0.670
H 1.905 -4.374 5.714 0.058
H -0.545 3.283 -0.362 0.077
H 17.910 -3.372 -0.054 0.058
C -5.451 -1.660 -0.802 -0.150
C -0.313 0.526 -0.318 -0.233
H 10.225 -3.955 1.322 0.061
C 0.678 1.107 -1.376 -0.089
H -11.191 -5.204 2.808 0.053
H 2.268 3.879 2.625 0.067
C -8.722 7.958 -2.570 -0.779
H 5.084 -0.313 -1.106 0.104
H 4.821 -0.876 -3.702 0.110
H 8.366 -2.720 2.293 0.058
C -7.969 2.380 -1.535 -0.677
C -2.848 1.137 -4.212 -0.549
Br 16.288 -3.159 -1.902 0.606
Br -5.565 3.819 -0.923 0.682
H 5.200 -4.981 1.207 0.094
H 0.975 0.177 2.314 0.080
C 1.160 0.139 -2.506 -0.170
H -10.002 8.885 -7.188 0.054
H -12.063 -6.284 3.914 0.061
H -8.808 6.612 -7.612 0.059
Cl -3.241 2.637 1.182 0.349
H -9.192 6.193 -5.930 0.053
H 2.169 5.392 1.741 0.075
H -7.291 6.622 -3.445 0.014
H 1.135 1.871 2.649 0.096
N -1.367 -1.282 0.821 -0.002
F -0.338 -1.885 -1.037 0.050
H 5.608 -3.955 2.577 0.088
H 3.980 -3.768 1.803 0.083
O -2.920 0.754 -5.305 0.214
C 16.015 -3.281 0.946 -0.677
H -9.943 -6.243 5.426 0.054
H -7.151 2.505 0.479 0.059
H 2.107 1.155 1.288 0.089
H 16.498 -3.290 1.922 0.059
H -2.424 -2.427 2.996 -0.013
H -1.023 0.386 -3.988 0.144
O -2.537 -1.090 -2.503 0.194
C 1.309 3.740 0.645 -0.236
H 2.778 -2.556 -2.132 0.108
C 4.754 -2.024 0.284 -0.245
H 15.597 -4.262 0.743 0.052
H -0.777 -3.713 7.082 0.054
H 6.415 -2.273 -2.601 0.113
H -6.062 -2.565 -0.955 0.064
Br 1.113 -2.136 7.458 0.621
H 5.179 -3.313 -1.842 0.116
H 0.487 -0.695 -2.759 0.097
O 1.056 -1.432 0.510 0.095
C 13.590 1.444 -1.910 -0.690
Br 10.752 -2.645 -0.701 0.628
C 4.433 -1.832 -3.302 -0.204
C 0.299 -3.865 7.094 -0.691
C -4.335 -2.027 0.212 -0.737
H 14.001 0.929 -2.778 0.058
H -1.279 -3.860 0.452 -0.012
```

Summary:
spin multiplicity	1
energy	-50121.74042	Ha
total charge	+1
frontier orbital gap	6.49	eV

=====

# 2
Entry from the Open Molecules 2025 dataset: C41H78GeN3O3PSSi3Ti as an isolated structure (ωB97M-V/def2-TZVPD).

The geometry in XYZ format:
```
132
Properties=species:S:1:pos:R:3:lowdin_spin:R:1
H -3.843 4.935 -1.038 0.000
C -3.369 -1.849 -0.455 -0.002
H 4.444 1.276 -2.763 0.000
H 3.844 -2.215 -3.201 0.000
H -3.191 -2.134 2.849 0.000
H -0.521 3.261 -3.173 0.000
H -4.129 3.862 3.058 0.000
H 2.412 -1.910 1.041 0.000
H 2.036 5.954 -1.182 0.000
H 0.877 -1.093 3.006 0.000
C 1.756 -1.727 3.067 0.000
C -1.019 4.230 -3.070 0.000
H -3.907 3.234 -0.611 0.000
C 0.871 6.957 1.710 0.000
H -4.979 4.390 0.204 0.000
H -3.915 -1.115 -1.056 0.000
H 2.190 -5.766 -0.285 0.000
H 0.642 -6.961 -1.161 0.000
H 1.202 7.262 0.714 0.000
H -2.379 -5.233 0.167 0.000
H -2.232 6.771 -1.478 0.000
H -2.130 -3.916 -2.484 0.000
C 2.560 -4.982 -0.935 0.000
H -0.719 -2.123 -4.750 0.000
H 0.497 3.624 3.855 0.000
C 1.990 -2.560 1.808 0.001
H 2.901 2.327 -1.303 0.000
C -0.542 -5.224 -1.766 0.000
H 1.333 1.621 -0.968 0.001
C 1.500 5.471 -2.003 0.000
H 3.025 4.719 0.672 0.000
C 3.879 0.354 -2.932 0.000
H 2.610 -1.074 3.241 0.000
H -2.205 -2.758 4.172 0.000
H -1.099 -7.145 -0.927 0.000
C 0.407 4.699 3.674 0.000
C 1.870 -3.762 -0.941 0.000
H 3.419 -4.157 1.293 0.000
H -0.122 7.381 1.872 0.000
C 2.860 0.237 -1.790 -0.001
C 3.032 -3.633 2.161 0.000
C -2.685 -4.241 2.648 0.000
C -2.897 6.307 1.738 0.000
H -3.911 -3.177 4.077 0.000
H 5.037 -4.326 -3.126 0.000
H -2.230 -6.345 2.971 0.000
H -2.294 6.497 2.630 0.000
H -1.550 -5.261 4.186 0.000
H 1.557 7.398 2.442 0.000
H -3.648 -1.713 0.598 0.000
H 0.265 -4.854 -2.403 0.000
Ti -0.558 -0.616 -0.321 0.933
H 2.854 -1.396 -4.800 0.000
S -3.440 1.275 -3.262 0.024
H -0.880 4.789 -4.002 0.000
C 3.630 -0.032 -0.489 0.000
H 1.575 0.803 -4.546 0.000
H 3.311 5.045 2.390 0.000
C 3.687 -5.206 -1.699 0.000
O 0.773 0.234 0.799 -0.001
H -2.685 -5.523 -2.007 0.000
C -0.457 -4.506 -0.428 0.005
O 1.417 1.482 2.555 -0.001
H -1.178 -1.374 -3.219 0.000
C -2.198 1.056 -2.259 0.021
C 3.482 -2.982 -2.537 0.000
C 0.929 -1.140 -3.764 0.001
H -3.426 2.438 2.293 0.000
C 0.662 -3.752 -0.047 0.004
H 2.982 0.059 0.381 0.000
C -3.971 4.246 -0.199 0.000
N -1.281 0.875 -1.542 0.002
O -1.994 -1.711 -0.639 -0.013
C 0.719 -3.188 1.246 0.003
H 0.068 0.179 -5.215 0.000
C -1.871 -4.972 -2.484 0.000
C -3.013 -3.005 3.481 0.000
H 2.727 3.449 1.867 0.000
C -0.394 -3.312 2.076 0.000
C 2.657 4.524 1.683 0.000
H -0.773 7.505 -0.811 0.000
H 0.082 0.875 -3.601 0.000
H 4.411 0.727 -0.398 0.000
N -0.776 0.987 2.257 0.001
H 1.086 5.215 4.360 0.000
C -3.213 3.466 2.607 0.000
Si -2.640 4.528 1.123 0.000
H 4.113 -1.012 -0.492 0.000
H -3.947 6.484 1.997 0.000
C -0.335 -6.732 -1.589 0.000
H -2.086 4.023 -2.953 0.000
H 3.875 -3.162 2.671 0.000
H -3.559 -4.469 2.027 0.000
H 1.417 -1.800 -5.733 0.000
C 4.158 -4.186 -2.510 0.000
H -3.280 -5.635 4.209 0.000
H -0.256 -2.883 -3.224 0.000
H -1.809 -5.315 -3.519 0.000
C 2.337 -2.728 -1.770 0.003
H 1.990 -2.912 -4.488 0.000
Si -0.322 5.152 -1.572 0.000
C 2.164 1.607 -1.670 0.001
C 0.656 0.271 -4.297 0.000
C 0.563 0.962 1.875 0.000
H -2.603 7.034 0.980 0.000
P 1.509 -1.080 -1.968 0.008
C -0.387 -1.923 -3.727 0.001
H 3.414 0.439 -3.914 0.000
H -0.360 -2.859 3.057 0.000
N -1.701 0.519 1.307 0.004
C 1.867 -1.857 -4.738 0.000
C -2.424 -5.446 3.557 0.000
H -2.112 1.304 0.792 0.002
H 2.596 -4.368 2.843 0.000
H -0.967 7.357 -2.568 0.000
C -1.517 -4.040 1.705 0.003
H 4.190 -6.164 -1.660 0.000
H 1.590 6.108 -2.889 0.000
H 1.645 -2.377 3.941 0.000
H 2.006 4.524 -2.213 0.000
Ge -0.503 3.790 0.373 0.000
C -1.150 6.861 -1.609 0.000
H -3.701 -2.850 -0.749 0.000
H -0.412 -7.241 -2.553 0.000
H -2.422 -0.007 1.787 0.001
C -1.515 -4.646 0.461 0.000
H 4.606 -0.455 -2.946 0.000
H -1.055 1.795 2.796 0.000
H -0.614 5.008 3.914 0.000
H -2.447 3.436 3.388 0.000
H 1.804 1.967 -2.633 0.000
Si 0.850 5.063 1.865 0.000
```

Summary:
spin multiplicity	2
energy	-6533.78019	Ha
total charge	-1
energy relative to the best compared isomer or geometry (same formula, charge and spin)	0.6	kcal/mol
frontier orbital gap (alpha / beta)	5.23 / 5.23	eV